[1]
15
Properties=species:S:1:pos:R:3:forces:R:3:nbo_charge:R:1 method="wB97M-V/def2-TZVPD" max_force_ev_per_a=0.5 smiles=CCn1ccnc1 homo_lumo_gap_ev=9.854 e_above_lowest_kcal_mol=9.65 molar_mass_g_mol=96.1
C -1.63097 0.31944 0.47081 -0.002 0.089 0.074 -0.623
C -1.05900 -0.18772 -0.85541 -0.163 0.015 -0.059 -0.206
N 0.38671 -0.24581 -0.68341 0.153 0.134 0.187 -0.360
C 0.93991 -1.04834 0.29724 0.088 0.007 0.038 -0.111
C 1.99299 -0.35538 0.80996 0.096 -0.167 0.055 -0.097
N 2.11630 0.86788 0.18400 -0.141 -0.036 -0.134 -0.454
C 1.12898 0.90405 -0.66946 0.141 0.061 -0.097 0.170
H -1.61267 -0.48890 1.21413 -0.132 0.294 -0.153 0.214
H -0.94872 1.11214 0.82377 -0.465 -0.199 0.008 0.219
H -2.64336 0.72755 0.38441 0.150 -0.168 -0.005 0.216
H -1.28672 0.48698 -1.68636 0.083 -0.059 0.126 0.207
H -1.43059 -1.17949 -1.12763 0.022 0.110 0.053 0.205
H 0.50989 -2.00967 0.53791 0.093 0.108 0.010 0.216
H 2.65926 -0.64610 1.61011 0.007 -0.031 -0.198 0.209
H 0.87801 1.74337 -1.31007 0.068 -0.160 0.095 0.195

[2]
13
Properties=species:S:1:pos:R:3:forces:R:3:nbo_charge:R:1 method="wB97M-V/def2-TZVPD" max_force_ev_per_a=5.7 homo_lumo_gap_ev="9.761 / 6.636" e_above_lowest_kcal_mol=57.14 molar_mass_g_mol=216.9
C -0.43146 -1.52864 0.58535 -1.538 -1.877 -5.191 -0.204
C 1.88504 0.82766 0.14288 -1.472 -0.744 0.997 0.404
C -1.61850 -0.86359 0.00637 -1.350 0.506 -0.941 0.572
F 2.12805 0.95647 1.44119 0.214 0.214 0.255 -0.328
F 2.80827 0.09648 -0.43256 0.662 -0.263 -0.405 -0.316
F -2.77547 -1.58994 0.20160 0.861 -0.025 -0.511 -0.326
F -1.58566 -0.54259 -1.35023 0.325 -1.036 1.316 -0.330
P 1.21464 2.17173 -0.81107 -1.325 1.157 -1.435 0.219
Cl 0.06190 -3.00027 -0.17697 -0.134 1.083 0.863 0.072
Cl -1.90002 0.65716 0.82370 0.052 0.552 0.501 -0.014
H -0.16070 -1.16252 1.45882 1.867 0.890 4.006 0.201
H 0.41260 1.35265 -1.68853 0.650 0.216 0.207 0.022
H -0.03870 2.62541 -0.20055 1.188 -0.672 0.337 0.029

[3]
21
Properties=species:S:1:pos:R:3:forces:R:3:nbo_charge:R:1 method="wB97M-V/def2-TZVPD" max_force_ev_per_a=6.3 smiles="NC(N)=[NH+]N(c1ccco1)[N+](=O)[O-]" homo_lumo_gap_ev=9.042 e_above_lowest_kcal_mol=63.95 total_charge=+1 molar_mass_g_mol=186.2
N 2.47264 -1.60917 0.50595 0.951 -0.368 -0.952 -0.739
C 1.31143 -0.99316 0.53403 0.088 0.185 2.484 0.674
N 1.27232 0.18404 1.15819 -1.028 1.243 0.449 -0.779
N 0.17199 -1.60837 0.21831 -0.504 -0.728 -0.816 -0.423
N -0.98363 -0.90681 0.36211 -3.469 4.776 -2.142 -0.194
C -1.42779 0.16000 -0.78667 0.805 -3.467 3.279 0.443
C -2.57568 0.34674 -1.41488 -0.686 -0.435 -0.753 -0.328
C -2.31207 1.48119 -2.26180 -1.500 0.958 -1.059 -0.259
C -1.06833 1.91630 -1.98977 -0.911 -2.337 1.442 0.079
O -0.52631 1.04968 -1.02461 1.685 1.409 -0.513 -0.434
N -2.12622 -1.69550 0.84053 2.402 0.746 -0.597 0.661
O -3.21318 -1.20253 0.86572 0.850 -0.517 0.103 -0.282
O -1.68945 -2.76559 1.16742 -1.555 -1.615 0.864 -0.379
H 3.27881 -0.98859 0.70934 -0.546 -1.482 -0.213 0.438
H 2.52913 -2.58380 0.18005 0.506 1.047 0.007 0.441
H 2.03750 0.85745 1.23377 -0.320 -0.784 -0.147 0.435
H 0.41650 0.41218 1.69281 0.662 -0.020 -1.003 0.445
H -0.05390 -2.61002 0.28813 0.844 0.120 -0.211 0.454
H -3.42850 -0.28742 -1.28035 -0.350 0.230 -0.396 0.263
H -3.04063 1.94897 -2.98368 1.041 -0.622 1.052 0.264
H -0.45600 2.72679 -2.13299 1.036 1.660 -0.878 0.222

[4]
73
Properties=species:S:1:pos:R:3:forces:R:3:mulliken_charge:R:1 method="wB97M-V/def2-TZVPD" max_force_ev_per_a=3.1 homo_lumo_gap_ev=8.938 e_above_lowest_kcal_mol=31.91 molar_mass_g_mol=734.8
Ca 10.33541 14.97246 8.27702 1.339 0.916 -0.716 1.686
O 14.01688 17.35256 9.17820 -0.843 0.356 -0.517 -0.673
C 13.06094 16.63480 8.91159 1.447 -0.356 0.542 0.129
N 11.92085 16.83995 8.21825 -1.005 -0.722 -0.095 -0.263
C 11.45317 18.09084 7.97378 -0.210 1.496 0.744 0.006
O 11.96089 19.15587 8.30460 -0.396 -0.587 -0.557 -0.632
C 10.03278 18.15529 7.34861 -1.087 -0.583 -0.360 0.291
C 9.39966 19.36238 7.00204 0.534 -0.370 -0.042 -0.598
C 8.15695 19.35600 6.35724 0.980 -1.260 1.267 -0.272
C 7.54407 18.14090 6.13954 0.622 0.770 -0.305 -0.813
C 8.20930 16.99893 6.51427 -0.730 -0.625 -0.522 -0.259
N 9.36211 16.97774 7.13489 1.985 0.828 0.492 -0.342
C 13.24700 15.19721 9.45582 1.186 1.608 -0.735 0.603
C 14.59478 14.83527 9.68177 -2.276 -0.984 0.889 -0.761
C 14.75666 13.65404 10.36211 -1.025 -0.305 0.130 -0.582
C 13.62764 12.88933 10.66201 0.022 -0.989 0.351 -0.724
C 12.36259 13.30416 10.29799 1.924 -0.403 0.343 -0.451
N 12.18596 14.46740 9.73814 -0.096 1.314 -1.051 -0.340
H 9.90943 20.28579 7.21586 0.188 0.120 0.013 0.475
H 7.64148 20.23321 6.09641 -0.289 1.177 -0.314 0.480
H 6.63243 18.14744 5.59939 -0.776 -0.453 -0.277 0.428
H 7.83354 16.03183 6.22548 -0.412 -0.275 0.250 0.556
H 15.36718 15.51158 9.49015 0.915 0.861 -0.453 0.673
H 15.68729 13.30940 10.73002 0.977 -0.200 0.057 0.508
H 13.72888 11.93038 11.17790 0.042 0.332 -0.126 0.447
H 11.50182 12.73442 10.39362 -1.387 -1.205 0.599 0.747
F 6.81530 13.87690 11.12367 -0.947 0.907 -0.242 -0.220
C 6.88440 14.42468 9.88872 0.879 -0.840 1.045 0.499
F 7.35169 15.67968 9.95493 0.158 -0.203 0.226 -0.208
F 5.73871 14.48647 9.27316 -0.195 -0.503 0.026 -0.153
S 8.25651 13.37591 9.18629 -0.714 -1.255 0.127 1.411
O 8.35847 13.93136 7.85162 -0.226 0.015 -1.037 -0.604
O 9.37700 13.78352 10.03379 -0.469 -0.254 -0.113 -0.842
N 8.09378 11.83029 9.28922 0.811 0.784 -0.262 -0.317
S 6.90954 10.92841 8.70067 -1.682 0.994 1.470 0.980
O 5.68908 11.71432 8.88841 1.041 -1.355 -0.938 -0.643
O 7.04052 9.61028 9.25802 -0.003 0.647 -0.522 -0.587
C 7.13151 10.61157 6.85874 0.205 0.727 0.284 0.654
F 7.10359 11.72073 6.12104 -0.003 0.088 0.300 -0.208
F 8.24337 9.95668 6.60026 0.539 0.053 0.055 -0.242
F 6.14020 9.83711 6.51571 -1.170 -0.490 -0.277 -0.222
C 17.65138 12.84772 4.74151 -0.598 0.601 -0.426 -1.233
C 16.27140 12.28820 5.22281 -0.825 1.735 -2.393 -0.314
C 15.58091 13.40554 6.02818 0.243 -1.232 1.398 -0.832
C 14.07273 13.20514 6.25429 -1.096 0.686 -0.573 -0.496
N 13.72195 12.12974 7.20390 1.397 -0.894 0.630 0.059
C 12.49572 11.66046 7.51124 0.924 0.301 -0.358 0.099
S 11.13782 12.40728 6.87887 -0.880 0.235 -0.078 -0.280
N 12.45996 10.57233 8.29751 0.964 -0.590 0.535 0.088
C 11.24770 10.05114 8.92651 -0.271 -0.462 0.020 -0.803
C 10.49230 8.97881 8.16220 0.302 -0.383 1.180 -0.260
C 11.33340 7.74419 7.89892 0.874 0.052 -0.822 -0.523
C 10.56693 6.46627 7.60435 -0.857 0.590 -0.124 -1.319
H 18.22636 12.05480 4.28069 0.532 -0.084 0.307 0.374
H 18.14389 13.37578 5.57005 0.289 -0.680 -0.057 0.327
H 17.61954 13.66827 3.94620 -0.698 -1.128 0.900 0.302
H 16.26936 11.34115 5.72482 0.582 -0.416 0.550 0.363
H 15.63377 12.08386 4.30334 0.676 0.265 0.869 0.284
H 15.82598 14.35771 5.52882 -0.533 -0.241 0.419 0.400
H 16.07382 13.38361 7.05365 -0.450 0.506 -1.027 0.217
H 13.49355 13.10175 5.30360 0.694 -0.674 0.468 0.501
H 13.58847 14.11768 6.60428 0.378 0.286 0.478 0.071
H 14.47116 11.70058 7.78580 -0.534 0.803 -0.980 0.313
H 13.36727 10.11018 8.56412 -1.510 0.829 -0.521 0.351
H 10.55300 10.84352 9.18881 0.160 0.327 -0.122 -0.370
H 11.52675 9.55027 9.83462 0.547 0.131 0.750 0.691
H 10.11876 9.41613 7.30092 -0.572 0.513 -1.820 0.422
H 9.62079 8.75268 8.78608 0.029 -0.180 -0.016 0.363
H 11.97000 7.65519 8.75550 0.588 -0.519 0.683 0.346
H 12.02426 7.94133 7.05603 -0.283 0.053 0.261 0.238
H 10.18470 5.98662 8.47826 -0.429 0.029 0.974 0.348
H 11.05546 5.64213 7.10755 0.612 0.247 -0.567 0.368
H 9.69794 6.79740 7.03389 -0.107 -0.481 -0.287 0.287